No. 1
A structure of composition C13H9FeN3O5. Source: OMol25; level of theory: ωB97M-V with the def2-TZVPD basis set.

Summary:
HOMO level (spin up / spin down): -6.71 / -8.60 eV
spin multiplicity: 5

Structure (XYZ):
```
31
Properties=species:S:1:pos:R:3:forces:R:3
O 2.8970 2.6280 0.5075 -2.5 -1.9 -0.3
C 1.9485 1.9374 0.3979 4.5 4.4 0.1
Fe 0.6667 0.7443 0.4408 0.0 -0.1 -0.5
C 1.9611 -0.4291 0.2882 3.7 -3.9 -0.2
O 2.8852 -1.1457 0.3380 -1.8 1.6 -0.1
C 0.8371 0.6498 2.2006 -1.8 -0.7 4.2
O 0.6755 0.4877 3.3408 0.8 0.4 -2.0
C -0.9447 -0.7829 -0.0967 0.3 -1.5 -1.2
C -1.9024 0.0187 0.5383 -1.1 0.4 0.7
C -1.9057 1.3826 0.5625 -0.9 -0.4 0.7
C -0.9040 2.2074 0.0101 -0.2 1.9 -1.0
C -0.2209 1.9844 -1.2095 -1.0 1.2 0.9
C -0.1409 0.7862 -1.8949 0.4 0.0 -2.4
C -0.2179 -0.4506 -1.2609 -1.3 -1.4 0.7
H -0.9116 -1.8264 0.2458 0.1 0.5 -0.3
H -2.6679 -0.4949 1.1297 0.3 0.1 -0.2
H -2.6986 1.8584 1.1524 0.4 -0.1 -0.1
H -0.8328 3.2180 0.4367 0.0 -0.4 -0.4
H 0.2174 2.8717 -1.6781 0.0 -0.3 0.2
H 0.2579 0.8055 -2.9323 -0.1 0.0 1.0
H 0.2230 -1.2997 -1.7884 0.1 0.2 0.3
N -1.9371 -3.0683 2.2456 -1.3 1.0 1.7
C -1.4906 -4.3852 2.2959 -0.7 1.0 1.6
N -1.5867 -4.9418 3.5211 -0.7 1.0 1.6
C -2.1441 -3.9534 4.2877 1.6 -3.1 -2.0
N -2.3404 -4.1430 5.6823 -0.1 -1.0 2.9
O -2.9297 -3.2555 6.3368 0.9 -1.1 -1.6
O -1.8975 -5.1919 6.1692 -0.8 1.8 -0.8
C -2.4036 -2.7990 3.5085 0.9 -0.3 -2.7
H -1.1042 -4.9544 1.4475 -0.2 0.5 0.2
H -2.9326 -1.9489 3.9334 0.4 0.2 -0.8
```
Forces are in eV/Å.

No. 2
A cluster of 2 separate species, C2H7S in total. Source: OMol25; level of theory: ωB97M-V with the def2-TZVPD basis set.

Summary:
HOMO level: -2.34 eV
energy relative to the best compared isomer or geometry (same formula, charge and spin): 2.7 kcal per mole
charge: -1

Structure (XYZ):
```
10
Properties=species:S:1:pos:R:3:forces:R:3
S -1.4948 -0.5488 -2.0027 0.0 0.0 0.0
H -1.6175 0.5169 -1.1962 0.0 0.0 0.0
C 1.4668 1.0299 2.3761 -0.2 0.6 -0.1
C 1.4974 -0.1592 1.4317 0.2 -0.1 -0.2
H 0.7325 0.9424 3.1779 0.1 -0.3 0.1
H 1.1829 1.9380 1.8401 0.0 0.0 -0.1
H 2.4331 1.2507 2.8273 0.1 -0.1 0.1
H 0.5063 -0.5497 1.2251 -0.1 -0.1 0.0
H 1.9145 0.1074 0.4634 0.0 0.2 -0.1
H 2.1358 -0.9657 1.7887 -0.1 -0.1 0.3
```
Forces are in eV/Å.

No. 3
A cluster of 9 separate species, C22H63NO18 in total. Source: OMol25; level of theory: ωB97M-V with the def2-TZVPD basis set.

Summary:
HOMO level: -9.20 eV
energy relative to the best compared isomer or geometry (same formula, charge and spin): 6.0 kcal per mole
SMILES: COCCNCCOC.OCCO.OCCO.OCCO.OCCO.OCCO.OCCO.OCCO.OCCO

Structure (XYZ):
```
104
Properties=species:S:1:pos:R:3:forces:R:3
C 3.8827 0.5378 -1.2897 -0.3 -0.8 -0.7
C 5.1747 1.2373 -1.6349 0.1 -0.2 0.7
O 5.2702 1.4985 -3.0186 0.1 0.2 -0.2
O 2.7228 1.3082 -1.5540 0.1 0.1 0.2
H 3.8547 0.1811 -0.2608 0.0 0.4 0.2
H 3.8320 -0.3851 -1.8921 0.1 0.1 0.0
H 5.9820 0.5835 -1.2812 0.1 0.1 -0.1
H 5.2549 2.1830 -1.0947 0.0 0.0 -0.1
H 5.8473 0.8476 -3.4230 -0.1 0.0 0.0
H 2.6893 1.4866 -2.5133 0.0 0.1 0.1
C -2.5994 3.1835 3.4273 0.5 0.0 0.4
C -3.6605 3.5471 2.4404 -0.2 0.4 -0.4
O -4.9078 3.0501 2.9094 0.1 0.0 0.1
O -2.6908 3.8932 4.6601 -0.2 0.0 -0.2
H -1.6321 3.4692 3.0031 0.0 -0.1 0.0
H -2.5985 2.1011 3.6056 -0.1 0.1 0.0
H -3.4127 3.1402 1.4512 0.0 -0.1 0.1
H -3.6760 4.6428 2.3432 -0.1 -0.1 0.0
H -5.6098 3.3206 2.3124 0.0 0.0 0.0
H -3.6226 3.9447 4.9064 0.1 -0.1 0.0
C -3.7333 -3.8406 -0.9388 -1.1 0.1 -0.1
C -2.9925 -3.2674 0.2246 0.8 -0.1 0.8
O -3.3677 -1.9330 0.4665 0.0 0.5 -0.1
O -5.0531 -4.2317 -0.5799 0.0 -0.4 0.1
H -3.1798 -4.7012 -1.3252 -0.5 -0.3 0.2
H -3.7828 -3.0876 -1.7332 -0.3 -0.4 0.4
H -1.9086 -3.3005 0.0418 -0.4 -0.1 0.1
H -3.1600 -3.8797 1.1204 -0.2 -0.1 -0.1
H -2.5715 -1.4920 0.8185 -0.4 -0.3 0.1
H -5.6894 -3.6110 -0.9362 0.1 0.1 0.0
C -0.9055 5.8530 -0.9343 -0.4 0.4 -0.4
C -0.6085 4.7035 -1.8860 0.6 0.2 0.4
O -1.6804 3.7699 -1.8871 0.1 0.2 -0.4
O 0.1708 6.7803 -0.8650 0.0 -0.3 0.3
H -1.1105 5.4357 0.0513 0.2 0.2 0.1
H -1.8193 6.3742 -1.2513 0.0 -0.1 0.0
H 0.2978 4.2060 -1.5307 -0.1 -0.2 0.0
H -0.3574 5.1005 -2.8759 -0.3 -0.1 -0.1
H -2.2241 3.9889 -2.6497 -0.2 -0.2 0.1
H 0.0884 7.4184 -1.5769 0.0 0.0 -0.1
C 2.1354 2.6355 5.1789 0.1 1.4 0.3
C 1.7521 2.4467 3.7327 0.0 -0.8 -1.3
O 1.5654 1.0413 3.3374 0.1 1.1 0.2
O 3.2166 1.8568 5.6118 -0.2 -0.2 -0.1
H 1.2748 2.7038 5.8629 0.0 -1.0 -0.1
H 2.5049 3.6686 5.2645 0.0 0.0 -0.3
H 2.5402 2.8381 3.0768 0.1 0.0 0.3
H 0.8421 2.9654 3.4088 0.0 0.2 0.6
H 1.6100 1.1120 2.3648 -0.3 -0.6 0.1
H 3.0387 0.9171 5.4472 0.0 0.0 0.2
C 1.9956 -2.0612 5.3987 -0.2 0.2 0.2
C 0.6116 -2.2117 4.8433 -0.2 -0.7 -0.7
O 0.6757 -2.3670 3.4131 -0.2 0.4 -0.1
O 2.5331 -0.8100 5.0703 0.1 0.6 -0.3
H 2.6388 -2.8388 4.9768 0.0 -0.2 0.2
H 1.9529 -2.1359 6.4880 0.1 -0.2 0.0
H 0.0216 -1.3222 5.0611 -0.1 0.0 -0.1
H 0.0898 -3.0990 5.2084 0.1 0.2 0.5
H 0.8226 -3.3005 3.2425 0.1 0.0 -0.1
H 2.0004 -0.3369 4.3916 0.3 -0.3 0.0
C -0.4345 1.2271 0.2282 -0.4 0.9 0.7
C -1.2689 0.4994 1.2507 0.1 -1.1 -0.1
O -0.9427 -0.9120 1.2852 0.0 1.1 0.9
O 0.9307 1.1378 0.5922 0.3 -0.3 -0.2
H -0.7515 2.2785 0.3161 0.0 -0.1 -0.5
H -0.6305 0.8624 -0.7791 0.0 0.0 0.0
H -2.3265 0.5257 0.9805 0.0 0.4 0.0
H -1.1298 0.9103 2.2516 0.0 0.2 -0.1
H -0.1827 -1.0133 1.8753 -0.1 -0.2 0.1
H 1.4853 1.1828 -0.2107 0.0 0.1 0.0
C -0.1470 1.0068 -3.9179 0.1 -0.4 -0.4
C 1.1914 0.3924 -4.3311 -0.1 1.2 -0.1
O 2.2044 1.4435 -4.2824 -0.4 -0.9 0.2
O -1.1872 0.0492 -3.8846 -0.1 0.1 -0.1
H -0.3813 1.7351 -4.7055 -0.3 0.0 0.2
H -0.0498 1.5689 -2.9804 0.1 -0.2 0.1
H 1.1399 0.0851 -5.3769 -0.1 -0.6 0.2
H 1.4550 -0.4255 -3.6640 0.3 0.0 -0.1
H 2.0682 1.9613 -5.0792 0.2 0.2 0.1
H -0.8927 -0.7951 -3.4680 0.3 0.3 0.0
C 2.8630 -2.9963 0.3140 0.6 -0.3 0.0
O 1.9206 -2.9467 -0.7199 -0.2 0.2 -0.2
C 0.5725 -2.8519 -0.2619 0.0 -0.1 0.0
C -0.1633 -1.8279 -1.1115 -0.2 -0.1 -0.1
N -0.4114 -2.3342 -2.4856 0.5 0.1 0.7
C -1.6764 -3.0461 -2.5757 0.1 -0.1 0.3
C -1.7817 -3.7333 -3.9016 -0.5 0.7 -0.4
O -0.6708 -4.5602 -4.0686 0.2 0.0 0.2
C -0.5472 -5.0880 -5.3542 0.2 -0.7 -0.3
H 3.8289 -3.2752 -0.1160 -0.1 -0.1 -0.1
H 2.5946 -3.7648 1.0456 0.0 0.1 0.2
H 3.0321 -2.0367 0.8117 -0.4 0.1 0.1
H 0.5406 -2.5939 0.8013 0.1 0.0 -0.2
H 0.1088 -3.8426 -0.3753 0.0 0.0 0.0
H 0.4498 -0.9191 -1.0996 0.0 -0.2 -0.4
H -1.0944 -1.5370 -0.6178 0.2 -0.3 -0.6
H 0.3175 -3.0342 -2.6199 0.0 0.3 -0.6
H -2.5136 -2.3441 -2.5066 0.5 0.2 -0.1
H -1.8325 -3.7670 -1.7558 0.8 0.4 -0.8
H -1.8088 -2.9323 -4.6591 0.2 -0.2 -0.2
H -2.7365 -4.2689 -3.9884 0.1 -0.2 0.1
H -0.6345 -4.3300 -6.1380 -0.1 0.1 0.1
H -1.2763 -5.8917 -5.5248 -0.2 0.2 -0.1
H 0.4341 -5.5574 -5.4214 0.1 0.1 0.0
```
Forces are in eV/Å.

No. 4
An isolated molecule of C4H7NO2. Source: OMol25; level of theory: ωB97M-V with the def2-TZVPD basis set.

Summary:
HOMO level: -10.47 eV
energy relative to the best compared isomer or geometry (same formula, charge and spin): 26.1 kcal per mole
SMILES: CCC(=O)NC=O

Structure (XYZ):
```
14
Properties=species:S:1:pos:R:3:forces:R:3
O -1.8039 0.8913 -0.2917 1.3 -1.3 2.1
C -0.7907 0.3861 0.2006 1.2 1.9 -2.6
N -0.4842 0.3268 1.5550 -2.0 1.0 -0.5
C 0.5931 -0.0257 2.3169 2.4 -0.9 0.5
O 0.4983 -0.3134 3.4870 -0.3 0.5 -0.4
C 0.4081 0.0170 -0.7283 -1.8 -0.8 0.6
C -0.1171 -0.4299 -2.1028 3.9 2.1 -2.1
H -1.2040 0.7801 2.0872 -0.6 -0.3 0.6
H 1.6389 -0.0326 1.8636 -1.3 0.0 -0.2
H 0.7508 -0.9151 -0.2700 1.0 0.4 0.1
H 1.1003 0.8680 -0.7000 0.1 -0.5 0.0
H 0.0142 0.3236 -2.9952 -0.3 -1.0 2.0
H 0.5122 -1.2786 -2.4188 -0.8 0.0 0.1
H -1.1159 -0.5978 -2.0037 -2.7 -1.0 -0.1
```
Forces are in eV/Å.